Computed, not measured: a structure of composition C5H7N, with the ωB97M-V functional and the def2-TZVPD basis.

Each line ends with the natural charge from an NBO analysis.
Cartesian coordinates (Å):
C (0.6690, -0.8570, 0.1636)  0.23
C (1.8795, 0.6573, -0.0465)  -0.25
C (0.4373, 0.6502, 0.4066)  -0.38
C (-0.5121, -0.2879, -0.4031)  -0.20
C (-1.8944, -0.4891, 0.0473)  -0.63
N (1.8638, -0.7439, -0.3429)  -0.36
H (2.2962, 1.3315, -0.8430)  0.22
H (2.5532, 0.7043, 0.8959)  0.23
H (-0.2287, 1.2097, 1.0667)  0.23
H (-0.2941, -0.3164, -1.5355)  0.22
H (-2.6098, -0.0805, -0.6437)  0.23
H (-2.0848, -0.1747, 1.1113)  0.22
H (-2.0751, -1.6035, 0.1233)  0.23

Force components x, y, z for each atom (eV/Å):
C 0.9 1.0 1.3
C 1.8 1.5 2.3
C -1.2 0.1 0.1
C 1.2 -0.7 -3.8
C -0.8 -1.8 1.9
N -0.3 -1.9 -1.0
H -0.4 -0.7 0.5
H -1.0 0.7 -1.4
H 1.0 0.0 0.3
H -1.2 0.2 1.4
H -0.3 0.3 0.0
H 0.2 0.2 -1.1
H 0.0 1.1 -0.4

Highest occupied orbital energy: -8.27 eV
Molecular weight: 81.12 g mol⁻¹
Energy above the lowest of the compared OMol25 structures with the same formula, charge and spin: 129.7 kcal per mole
Frontier orbital gap: 8.2 eV
2S+1: 1
E_LUMO: -0.09 eV
Net charge: 0
Energy: -249.26658 Ha